1.
DFT (ωB97M-V/def2-TZVPD) results for C26H26CoFN4 as an isolated structure in a non-equilibrium geometry.

The geometry in XYZ format:
```
58
Properties=species:S:1:pos:R:3:forces:R:3
Co -7.657 12.932 8.318 -0.5 -0.4 0.6
C -8.370 10.084 7.446 -1.8 -0.4 -0.9
C -9.617 10.846 6.892 0.1 0.4 1.3
C -9.413 12.187 6.183 1.4 -0.4 0.8
C -9.580 12.224 4.826 -0.8 0.8 -0.2
C -9.372 13.420 4.143 0.3 0.6 0.3
C -9.023 14.594 4.858 -0.1 -1.2 -0.5
C -8.824 14.448 6.212 -0.2 0.3 -0.6
N -8.890 13.274 6.830 -1.6 -1.0 -0.2
N -7.643 10.727 8.539 0.8 0.3 0.5
C -6.202 10.435 8.441 0.5 2.2 -1.9
C -5.588 11.372 7.328 0.2 -0.9 -0.1
C -4.592 10.911 6.486 0.1 0.4 -0.2
C -3.969 11.779 5.579 -1.5 -0.4 0.7
C -4.468 13.056 5.474 -1.0 0.9 0.8
C -5.471 13.492 6.335 -0.1 -1.2 0.5
N -6.019 12.634 7.219 0.4 0.2 0.4
C -8.119 10.500 9.945 -3.0 -0.6 -2.7
C -9.265 11.495 10.259 0.1 0.0 0.4
C -10.257 11.189 11.202 0.2 1.0 0.3
C -11.082 12.235 11.675 0.7 -0.1 -1.4
C -10.959 13.494 11.057 0.3 0.2 1.2
C -9.928 13.726 10.177 0.3 -1.2 -1.3
N -9.158 12.725 9.695 0.2 -0.7 1.8
H -7.734 9.858 6.602 0.6 -0.1 0.1
H -8.882 9.160 7.768 0.8 -0.1 0.2
H -10.142 10.973 7.855 -0.6 0.4 -0.8
H -10.207 10.146 6.246 0.6 0.7 0.6
H -10.000 11.340 4.376 0.2 0.0 -0.5
H -9.504 13.412 3.072 0.0 0.3 -0.1
H -8.818 15.559 4.411 -0.4 -0.2 -0.2
H -8.649 15.322 6.823 0.4 0.0 0.1
H -5.877 9.429 8.216 -0.4 -0.5 0.1
H -5.747 10.759 9.356 0.4 0.0 0.6
H -4.381 9.863 6.477 0.5 -0.4 0.2
H -3.232 11.423 4.917 0.8 -0.3 -0.6
H -4.213 13.759 4.730 0.9 0.5 -0.7
H -5.886 14.501 6.380 0.3 -0.3 -0.4
H -7.280 10.601 10.555 1.1 0.4 1.4
H -8.507 9.463 10.017 0.2 0.5 0.2
H -10.322 10.204 11.655 0.1 0.1 -0.1
H -11.764 12.073 12.499 -0.1 0.0 -0.2
H -11.508 14.363 11.398 -0.2 -0.2 0.1
H -9.645 14.678 9.754 -0.5 0.3 0.1
F -7.217 17.588 14.098 0.2 -0.6 -0.9
C -7.142 16.932 12.919 -0.5 0.9 0.6
C -6.430 15.751 12.828 1.1 -0.5 -1.2
C -6.256 15.167 11.564 -0.8 1.3 1.4
C -6.945 15.645 10.407 0.1 -1.1 1.8
C -6.763 14.867 9.256 -0.7 1.9 -0.5
C -7.810 16.743 10.642 0.1 0.8 -0.2
C -7.819 17.484 11.822 -0.1 -0.8 -0.4
H -5.823 15.388 13.648 -0.3 0.1 0.2
H -5.534 14.392 11.463 0.4 -0.7 0.0
H -6.106 14.030 9.375 0.8 -0.1 -0.1
H -6.880 15.407 8.300 0.0 -0.7 0.2
H -8.488 17.007 9.852 -0.1 0.5 -0.4
H -8.371 18.424 11.923 0.1 -0.5 0.0
```
Positions in Å, forces in eV/Å.

As for the total charge: +2. The calculation puts the maximum force at 4.09 eV/Å. As for the LUMO energy (alpha / beta): -5.68 / -7.35 eV. The calculation puts the energy above the lowest of the compared OMol25 structures with the same formula, charge and spin at 0.0 kcal per mole. As for the spin multiplicity: 5. The HOMO-LUMO gap (alpha / beta) comes out at 7.56 / 7.56 eV.


2.
DFT (ωB97M-V/def2-TZVPD) results for a 2-piece molecular cluster, C4H11NP overall in a non-equilibrium geometry.

The geometry in XYZ format:
```
17
Properties=species:S:1:pos:R:3:forces:R:3
C -1.161 1.326 0.037 -2.6 1.1 1.5
C -0.768 0.359 1.180 0.5 -1.9 2.2
C -0.621 0.354 -1.002 2.1 0.1 0.1
C 0.074 -0.390 0.141 2.4 0.4 0.2
N 0.181 -1.937 0.004 2.4 1.6 -0.4
P 2.728 0.360 0.285 -2.3 -0.8 -1.8
H -2.325 1.410 0.027 2.2 0.3 -0.3
H -0.681 2.342 0.164 -0.6 -1.3 -0.5
H -0.097 0.742 1.991 -0.9 0.0 -0.6
H -1.578 -0.312 1.767 1.4 1.6 -1.7
H -1.413 -0.315 -1.291 -0.5 0.0 -1.1
H 0.087 0.773 -1.772 -1.3 -0.7 0.3
H 0.831 -1.990 -0.863 -0.7 -0.6 2.3
H -0.675 -2.273 -0.344 -1.9 -0.9 -0.2
H 0.463 -2.438 0.909 -0.1 0.8 -2.0
H 2.095 1.548 -0.021 -0.4 1.1 0.7
H 2.857 0.440 -1.209 0.1 -0.8 1.2
```
Positions in Å, forces in eV/Å.

As for the total charge: +1. The calculation puts the maximum force at 3.22 eV/Å. As for the LUMO energy (alpha / beta): -4.92 / -4.94 eV. The calculation puts the energy above the lowest of the compared OMol25 structures with the same formula, charge and spin at 100.1 kcal per mole. The HOMO-LUMO gap (alpha / beta) comes out at 7.90 / 7.96 eV.


3.
DFT (ωB97M-V/def2-TZVPD) results for C4H8O2 in the gas phase.

The geometry in XYZ format:
```
14
Properties=species:S:1:pos:R:3:forces:R:3
O -0.928 -1.661 -0.211 0.1 -0.1 -0.1
C -0.848 -0.793 0.900 -0.1 0.1 0.3
C -0.427 0.632 0.528 0.0 -0.1 0.1
C -0.496 0.937 -0.951 -0.1 0.1 -0.1
C 0.826 0.708 -0.267 0.0 0.3 0.1
O 1.556 -0.499 -0.331 0.3 0.1 -0.3
H -0.042 -1.675 -0.604 -0.1 -0.2 0.1
H -1.845 -0.781 1.348 0.1 0.0 0.0
H -0.143 -1.195 1.643 -0.1 0.1 0.0
H -0.629 1.392 1.283 0.0 -0.1 -0.2
H -0.992 0.160 -1.525 0.3 0.1 -0.1
H -0.683 1.952 -1.286 0.0 -0.1 0.1
H 1.451 1.595 -0.187 0.0 -0.1 0.1
H 2.420 -0.328 -0.725 -0.3 -0.1 -0.1
```
Positions in Å, forces in eV/Å.

The calculation puts the maximum force at 0.42 eV/Å. As for the LUMO energy: 0.68 eV. Its SMILES is OC[C@@H]1C[C@@H]1O. The calculation puts the energy above the lowest of the compared OMol25 structures with the same formula, charge and spin at 47.3 kcal per mole. The HOMO-LUMO gap comes out at 10.47 eV.


4.
DFT (ωB97M-V/def2-TZVPD) results for C2H3ClF2S as an isolated structure in a non-equilibrium geometry.

The geometry in XYZ format:
```
9
Properties=species:S:1:pos:R:3:forces:R:3
C 0.143 0.179 -0.137 -0.1 2.4 0.3
C 1.116 -0.253 -1.173 3.6 -4.1 0.7
F 2.432 -0.978 -0.423 -3.0 2.2 -1.3
F 0.737 -1.383 -1.854 0.1 2.3 0.3
S -1.020 -1.024 0.470 -0.2 -0.6 -0.1
Cl 1.821 1.006 -2.170 -0.5 -0.9 0.5
H 0.597 0.623 0.775 0.5 -0.3 -1.0
H -0.323 1.088 -0.626 -0.3 -1.2 0.7
H -0.061 -1.905 0.847 -0.3 0.3 0.0
```
Positions in Å, forces in eV/Å.

The calculation puts the maximum force at 5.53 eV/Å. As for the LUMO energy: 0.58 eV. The calculation puts the energy above the lowest of the compared OMol25 structures with the same formula, charge and spin at 25.4 kcal per mole. The HOMO-LUMO gap comes out at 10.43 eV.


5.
DFT (ωB97M-V/def2-TZVPD) results for a 2-piece molecular cluster, C4H11N2 overall.

The geometry in XYZ format:
```
17
Properties=species:S:1:pos:R:3:forces:R:3
C 0.327 2.605 -0.115 -0.2 0.3 -0.4
C -0.322 1.393 -0.687 -0.5 -0.2 -0.3
C 0.283 0.161 -0.715 0.5 -0.1 -0.1
C -0.200 -1.006 -1.267 -0.3 -0.1 0.4
N 0.441 -2.254 -0.971 -0.2 -0.1 0.1
N -0.504 -1.226 2.239 -0.5 -0.4 -0.4
H 1.134 2.931 -0.772 0.2 0.0 0.0
H -0.367 3.446 -0.078 0.0 -0.1 0.2
H -1.313 1.478 -1.136 0.2 0.1 0.1
H -0.737 -0.287 2.505 0.2 0.0 0.2
H 1.265 0.077 -0.260 0.1 0.0 0.1
H -1.183 -1.021 -1.729 0.0 0.1 -0.1
H -0.230 -2.888 -0.538 0.1 0.2 0.0
H 0.764 -2.747 -1.794 0.1 0.1 -0.2
H 0.123 -1.257 1.453 0.2 0.0 0.1
H 0.745 2.429 0.873 0.0 0.0 0.1
H -0.228 -1.832 2.993 0.2 0.3 0.1
```
Positions in Å, forces in eV/Å.

The calculation puts the maximum force at 0.78 eV/Å. As for the LUMO energy (alpha / beta): 1.16 / 0.19 eV. The calculation puts the energy above the lowest of the compared OMol25 structures with the same formula, charge and spin at 0.0 kcal per mole. As for the spin multiplicity: 2. The HOMO-LUMO gap (alpha / beta) comes out at 8.38 / 9.66 eV.


6.
DFT (ωB97M-V/def2-TZVPD) results for C4H8N2O2 in the gas phase.

The geometry in XYZ format:
```
16
Properties=species:S:1:pos:R:3:forces:R:3
C 0.788 1.086 1.171 0.0 -0.1 -0.1
N -1.298 0.123 -1.061 0.2 0.9 0.2
C -0.597 -0.650 -0.151 0.2 -0.1 0.1
C 0.820 0.001 0.116 0.3 -0.4 0.1
C -0.973 -1.847 0.274 0.0 0.2 -0.1
O 0.624 0.956 -1.348 -0.7 -0.2 0.1
O -1.913 1.147 -0.439 0.5 -0.7 -0.4
N 1.863 -0.785 0.091 -0.3 0.4 -0.1
H -2.285 1.678 -1.162 0.0 -0.1 0.0
H 0.994 0.400 -2.051 0.0 0.0 0.1
H 1.829 -1.458 -0.674 -0.1 0.0 0.1
H 1.707 1.666 1.101 0.0 0.0 0.0
H -0.064 1.750 1.047 0.0 0.0 0.0
H 0.732 0.613 2.153 0.0 0.0 0.0
H -1.929 -2.282 0.014 0.0 0.0 0.0
H -0.299 -2.397 0.919 0.0 0.1 0.0
```
Positions in Å, forces in eV/Å.

The calculation puts the maximum force at 0.96 eV/Å. As for the LUMO energy (alpha / beta): -1.76 / -1.77 eV. The calculation puts the energy above the lowest of the compared OMol25 structures with the same formula, charge and spin at 184.5 kcal per mole. The HOMO-LUMO gap (alpha / beta) comes out at 6.53 / 6.50 eV.